71
Properties=species:S:1:pos:R:3:forces:R:3 method="wB97M-V/def2-TZVPD" homo_lumo_gap_ev="6.003 / 6.002" relative_energy_kj_mol=127.7 charge=+2 mol_weight_g_mol=746.9 homo_energy_ev="-13.3 / -13.3" total_energy_ha=-4639.6091
Pd -0.3442 0.1678 0.2247 -0.1 0.1 0.3
F 4.7892 -1.0870 4.9098 0.0 0.0 0.0
C 4.1955 0.0893 4.6271 0.0 0.0 0.0
C 3.3379 0.1537 3.5724 0.0 0.0 0.0
C 2.7505 1.3724 3.2136 0.0 0.0 0.1
C 1.8520 1.4270 2.0633 -0.1 0.1 0.0
O 1.6159 0.3868 1.4107 0.1 -0.3 0.0
C 1.3377 2.7202 1.7509 0.1 0.0 -0.1
C 1.7004 3.7933 2.5155 0.1 0.0 0.0
N 2.4905 3.7291 3.6010 -0.1 0.0 0.0
C 2.7897 4.9488 4.3298 0.0 0.0 0.0
C 2.3193 5.0922 5.7479 0.0 0.0 0.0
C 1.6632 5.8790 4.6545 0.0 0.0 0.0
C 3.0573 2.5141 3.9627 0.0 0.0 0.0
C 3.9330 2.4236 5.0532 0.0 0.0 0.0
C 4.5200 1.2190 5.4069 0.0 0.0 -0.1
N 5.4101 1.1409 6.4829 -0.1 0.1 0.1
C 6.3555 2.1991 6.7695 0.1 0.0 0.0
C 6.1368 2.7000 8.2006 0.0 0.0 0.0
N 5.6461 1.5322 9.0300 0.0 0.0 0.0
C 6.2636 0.2409 8.5724 0.0 0.0 0.0
C 5.6987 -0.1015 7.1890 0.0 0.0 0.0
C 0.4844 3.0218 0.5518 -0.1 0.0 0.1
O 0.5787 4.1107 0.0160 0.0 0.0 0.0
O -0.3762 2.1279 0.1478 0.1 0.2 -0.2
H 3.1298 -0.7310 2.9857 0.0 0.0 0.0
H 1.3483 4.7800 2.2467 0.0 0.0 0.0
H 3.7450 5.3825 4.0596 0.0 0.0 0.0
H 2.9669 5.6128 6.4399 0.0 0.0 0.0
H 1.7563 4.2673 6.1624 0.0 0.0 0.0
H 1.8621 6.9379 4.5827 0.0 0.0 0.0
H 0.6644 5.5809 4.3669 0.0 0.0 0.0
H 4.1382 3.3107 5.6332 0.0 0.0 0.0
H 6.2442 3.0225 6.0701 0.0 0.0 0.0
H 7.3796 1.8298 6.6540 0.0 0.0 0.0
H 5.3731 3.4727 8.2636 0.0 0.0 0.0
H 7.0550 3.0657 8.6563 0.0 0.0 0.0
H 4.6326 1.4589 8.9267 0.0 0.0 0.0
H 5.8358 1.6965 10.0192 0.0 0.0 0.0
H 6.0344 -0.5342 9.2997 0.0 0.0 0.0
H 7.3398 0.4013 8.5645 0.0 0.0 0.0
H 4.7780 -0.6728 7.3001 0.0 0.0 0.0
H 6.4233 -0.7393 6.6760 0.0 0.0 0.0
F 1.2593 4.4104 -3.0306 0.0 0.0 0.0
C 1.0790 3.1589 -2.7311 0.0 0.0 0.0
C -0.1384 2.5642 -3.0891 0.0 0.0 0.0
C -0.3091 1.2509 -2.7863 0.0 0.0 0.0
C 0.7268 0.5156 -2.1080 -0.1 -0.1 0.1
C 0.5201 -0.7987 -1.7645 0.1 -0.1 -0.3
C 1.9679 1.1738 -1.7897 0.0 0.0 0.0
C 2.1469 2.4773 -2.1113 0.0 0.0 0.0
H -0.8947 3.1607 -3.5783 0.0 0.0 0.0
H -1.2299 0.7396 -3.0383 0.0 0.0 0.0
H 1.2984 -1.4069 -1.3215 0.0 0.0 0.0
H -0.3782 -1.3161 -2.0766 0.0 0.0 0.0
H 2.7394 0.6093 -1.2821 0.0 0.0 0.0
H 3.0538 3.0224 -1.8928 0.0 0.0 0.0
Br -0.6202 2.4793 5.3469 0.0 0.0 0.0
C -0.7961 0.9978 4.1827 0.0 0.1 0.0
C -1.6646 1.0790 3.1174 0.0 0.1 0.0
C -1.7478 -0.0070 2.2418 0.0 0.0 -0.1
C -0.9588 -1.1468 2.4553 -0.2 0.0 0.0
C -0.1263 -1.2205 3.5682 0.0 0.0 0.1
C -0.0442 -0.1485 4.4336 0.0 -0.1 -0.1
C -0.9634 -2.2492 1.4367 0.4 0.1 0.0
O -1.1113 -3.4086 1.6866 -0.1 0.0 0.0
O -0.6899 -1.7678 0.2284 0.0 -0.1 0.0
H -2.2758 1.9573 2.9642 0.0 0.0 0.0
H -2.5085 -0.0032 1.4618 0.0 0.0 0.0
H 0.4533 -2.1181 3.7388 0.0 0.0 0.0
H 0.6061 -0.1868 5.2968 0.0 0.0 0.0